1.
A 21-piece molecular cluster, H41O21 overall in a non-equilibrium geometry. Source: the Open Molecules 2025 dataset; level of theory: wB97M-V/def2-TZVPD.

Geometry as XYZ:
```
62
Properties=species:S:1:pos:R:3:mulliken_charge:R:1
O 3.153 0.985 3.009 -0.73
H 2.627 0.204 3.156 0.38
H 2.529 1.564 2.597 0.30
O -2.164 0.837 3.432 -0.65
H 2.310 -1.725 1.476 0.24
H 3.797 -2.878 -1.746 0.30
O -0.272 4.640 0.241 -0.67
H -1.967 2.230 -1.604 0.26
H 0.161 3.905 0.617 0.37
O -2.310 2.784 -2.395 -0.74
H -0.145 -0.744 -3.916 0.37
H -1.962 -0.246 -0.822 0.09
O -1.830 -1.157 -1.111 -0.39
H -2.328 -1.615 -0.438 0.20
H -0.441 -2.814 -4.549 0.34
O -3.953 1.011 0.456 -0.69
H -0.254 -4.494 -0.678 0.36
H -4.557 0.247 0.474 0.28
O 0.615 -4.439 -0.302 -0.64
H -0.816 4.244 -0.499 0.31
H -2.197 1.765 3.568 0.31
O 1.545 -3.838 2.629 -0.53
H -1.583 3.391 -2.336 0.33
H -4.104 1.339 -0.414 0.33
O -2.649 3.118 1.515 -0.66
H 1.623 -4.817 2.515 0.24
H -0.218 -0.724 -2.382 0.24
O 0.191 -2.233 -4.940 -0.70
H 0.615 -3.910 0.468 0.35
H 3.132 -1.529 -2.138 0.33
O 4.962 1.569 0.991 -0.64
H 1.554 0.631 0.770 0.12
H 4.232 2.190 0.941 0.27
O -4.356 0.442 -2.133 -0.67
H -3.399 0.465 -2.339 0.28
H -4.608 1.283 -2.509 0.35
O 0.395 -0.569 -3.105 -0.60
H -1.905 2.547 1.050 0.31
H -3.372 2.564 1.247 0.46
O 2.100 2.801 -0.831 -0.55
H 2.881 2.880 -0.284 0.21
H 2.379 1.973 -1.250 0.31
O 0.579 2.307 1.950 -0.70
H 0.223 2.154 0.973 0.08
H -0.215 2.094 2.434 0.34
O 1.427 -0.182 0.300 -0.31
H 1.088 -2.398 -4.621 0.33
O 3.948 -2.018 -2.128 -0.64
H -2.514 0.669 2.560 0.32
H 0.664 -0.117 -0.336 0.18
O -1.527 -3.577 -2.656 -0.65
H -1.446 -2.084 3.521 0.28
H -1.432 -2.659 -2.365 0.27
O -0.878 -2.695 3.048 -0.61
H 0.054 2.466 -0.916 -0.05
H 0.042 -2.411 3.111 0.33
O -0.413 1.802 -0.430 -0.25
H 1.673 -3.518 3.512 0.26
H -0.859 -3.868 -1.997 0.26
O 1.842 -1.508 2.321 -0.65
H 1.259 -0.756 2.149 0.43
H 4.711 1.172 1.827 0.41
```

The LUMO energy comes out at 2.1 eV. As for the spin multiplicity: 1. Its total charge is -1.

2.
A 21-piece molecular cluster, H41O21 overall in a non-equilibrium geometry. Source: the Open Molecules 2025 dataset; level of theory: wB97M-V/def2-TZVPD.

Geometry as XYZ:
```
62
Properties=species:S:1:pos:R:3:mulliken_charge:R:1
O -2.186 -0.456 -3.854 -0.78
H -2.837 -1.160 -3.853 0.29
H -1.651 -0.477 -2.992 0.49
O -2.838 0.829 1.522 -0.73
H 1.870 1.789 2.284 0.31
H -2.643 0.565 2.428 0.38
O -0.997 -2.371 1.497 -0.62
H -0.269 -1.757 1.254 0.28
H -1.780 -1.791 1.468 0.23
O 0.756 -0.909 4.160 -0.61
H 0.227 -0.849 3.363 0.35
H -0.682 -3.514 3.211 0.33
O -4.843 -1.677 1.167 -0.61
H -4.024 -2.116 0.834 0.36
H -4.864 -1.302 0.299 0.32
O 1.413 3.694 -3.646 -0.67
H 0.693 4.017 -3.091 0.32
H 1.259 2.741 -3.466 0.30
O -0.334 0.989 0.388 -0.36
H -1.558 2.538 3.635 0.27
H -1.964 0.765 1.097 0.18
O -1.386 1.581 3.603 -0.60
H 1.204 -0.058 4.167 0.29
H -1.292 1.575 2.635 0.17
O -3.306 -1.711 -1.043 -0.66
H -2.350 -1.693 -1.225 0.26
H -3.596 -2.623 -1.149 0.32
O -0.088 -3.819 3.899 -0.66
H -0.205 1.610 -0.345 -0.08
H 0.271 -3.088 4.405 0.33
O 1.191 -0.619 1.384 -0.62
H -0.444 0.083 -0.965 0.40
H 0.432 -0.029 1.078 0.44
O 3.964 -0.836 1.227 -0.64
H 4.194 0.104 1.281 0.31
H 3.441 -0.807 2.063 0.33
O 1.982 -3.502 -3.016 -0.63
H 1.499 -3.777 -2.233 0.40
H 2.930 -3.534 -2.855 0.30
O -1.395 3.039 -1.424 -0.55
H -1.341 3.655 -0.687 0.28
H -2.151 2.564 -1.037 0.30
O 1.764 4.072 0.060 -0.67
H 1.214 3.414 0.478 0.04
H 2.639 3.670 0.050 0.40
O -0.587 -0.291 -1.918 -0.57
H 0.234 0.037 -2.309 0.20
O 0.326 3.844 2.484 -0.56
H 1.152 3.673 2.000 0.46
H -0.081 4.256 1.701 0.28
O 3.300 -0.597 -2.982 -0.62
H 2.937 -1.074 -2.224 0.30
H 3.546 0.222 -2.535 0.31
O 0.647 -4.271 -0.619 -0.66
H 0.442 -5.123 -0.985 0.28
H 0.247 -4.092 0.231 0.29
O 0.250 0.971 -4.342 -0.49
H 0.784 0.564 -5.001 0.26
H -0.689 0.760 -4.442 0.27
O 2.250 1.797 1.404 -0.74
H 1.579 1.322 0.860 0.34
H 1.743 -0.819 0.619 0.17
```

The LUMO energy comes out at 2.2 eV. As for the spin multiplicity: 1. Its total charge is -1.

3.
A 21-piece molecular cluster, H42O21 overall in a non-equilibrium geometry. Source: the Open Molecules 2025 dataset; level of theory: wB97M-V/def2-TZVPD.

Geometry as XYZ:
```
63
Properties=species:S:1:pos:R:3:mulliken_charge:R:1
O 3.705 3.150 -0.937 -0.56
H 3.877 4.008 -1.025 0.24
H 2.897 3.064 -1.294 0.39
O 1.325 0.424 -0.438 -0.48
H 0.586 0.366 -0.801 0.06
H 2.102 -0.016 -0.816 0.21
O -4.722 -0.176 -0.063 -0.69
H -4.031 -0.095 -0.647 0.33
H -4.881 -1.130 -0.188 0.29
O 1.018 0.503 2.063 -0.39
H 1.142 0.436 1.208 0.40
H 0.399 1.178 2.314 0.23
O -2.195 1.806 2.774 -0.54
H -2.228 2.703 2.924 0.37
H -2.002 1.771 1.797 0.12
O -1.898 -2.489 -2.408 -0.57
H -2.005 -2.814 -1.527 0.22
H -2.836 -2.932 -2.631 0.34
O -2.108 -1.577 3.607 -0.60
H -2.750 -0.963 3.339 0.29
H -1.473 -1.156 4.197 0.27
O -0.709 2.249 -2.751 -0.79
H -1.465 2.818 -3.086 0.32
H -0.855 1.972 -1.762 0.43
O 0.298 2.812 0.713 -0.47
H -0.462 3.028 1.333 0.23
H 0.671 3.465 0.219 0.25
O 1.183 -2.221 -4.430 -0.62
H 0.828 -1.495 -3.801 0.34
H 2.076 -2.322 -4.551 0.28
O -3.359 0.019 -2.036 -0.72
H -2.370 -0.365 -2.089 0.53
H -3.420 0.522 -2.817 0.25
O 3.815 3.419 2.070 -0.61
H 4.185 2.728 1.644 0.38
H 2.838 3.383 1.758 0.30
O 2.606 -4.171 -0.032 -0.60
H 2.927 -4.580 -0.815 0.29
H 1.725 -3.743 -0.193 0.30
O -1.668 -1.680 0.334 -0.27
H -1.292 -1.773 1.196 0.21
H -0.969 -1.161 0.001 0.15
O 1.552 -4.179 3.211 -0.63
H 0.657 -4.272 2.797 0.27
H 2.188 -3.985 2.513 0.35
O -0.879 -0.385 -2.964 -0.56
H -0.892 -1.317 -3.305 0.28
H -0.967 0.322 -3.597 0.24
O 2.713 -1.922 3.072 -0.54
H 2.724 -0.974 3.255 0.24
H 2.979 -2.282 4.000 0.31
O -2.769 -3.831 1.995 -0.58
H -3.081 -3.250 2.572 0.28
H -1.834 -4.157 1.974 0.30
O -2.375 1.833 -0.597 -0.62
H -2.962 1.061 -0.806 0.36
H -2.246 1.947 0.457 0.29
O 4.028 1.178 -0.217 -0.66
H 3.372 1.490 0.528 0.18
H 3.819 1.523 -1.073 0.38
O 1.497 3.904 -1.867 -0.68
H 0.652 3.481 -2.219 0.39
H 1.320 4.851 -2.089 0.28
```

The LUMO energy comes out at -0.5 eV. As for the spin multiplicity: 1. Its total charge is 0.

4.
A 21-piece molecular cluster, H43O21 overall in a non-equilibrium geometry. Source: the Open Molecules 2025 dataset; level of theory: wB97M-V/def2-TZVPD.

Geometry as XYZ:
```
64
Properties=species:S:1:pos:R:3:mulliken_charge:R:1
O 2.108 1.413 3.837 -0.63
H 2.360 -3.500 -0.588 0.26
H 1.153 4.731 -3.148 0.26
O 0.197 5.078 1.863 -0.62
H -0.416 4.624 1.284 0.29
H 4.162 1.810 -0.894 0.28
O 0.242 -2.545 -3.891 -0.60
H -0.063 -1.697 -4.245 0.26
H -1.880 -0.765 2.959 0.50
O -2.969 -2.456 -0.994 -0.67
H -1.078 -1.053 4.102 0.44
H -0.178 -2.233 1.163 0.15
O 2.395 2.287 -4.491 -0.66
H -0.748 1.613 -1.911 0.27
H 2.885 3.117 -4.454 0.32
O -1.744 -1.570 3.609 -0.40
H 0.762 -1.046 1.768 0.23
H 1.182 -4.200 2.849 0.28
O -4.275 -1.961 1.574 -0.58
H 2.965 1.527 -4.633 0.29
H -1.423 -2.301 2.895 0.43
O 3.863 2.679 -0.628 -0.60
H 3.026 1.447 3.526 0.30
H -0.915 -3.185 -1.959 0.32
O 3.050 -2.047 2.121 -0.52
H -0.981 -3.807 0.989 0.24
H 3.678 -2.624 1.664 0.30
O 0.148 1.768 -2.245 -0.54
H 1.230 -4.363 -1.556 0.32
H 0.738 1.043 -2.463 0.25
O -0.484 2.105 2.137 -0.47
H 0.426 2.241 2.412 0.27
H -0.442 1.560 1.341 0.25
O -2.705 0.787 3.168 -0.67
H -2.069 1.533 3.064 0.34
H -3.326 0.918 2.443 0.30
O -1.839 -3.473 1.288 -0.57
H 3.696 -1.399 2.428 0.27
H -2.282 -3.410 0.415 0.46
O 0.673 -3.439 3.163 -0.52
H 1.406 -3.032 3.647 0.29
H 3.780 3.268 -1.384 0.30
O 1.788 4.015 -3.068 -0.75
H 1.587 2.635 0.011 0.21
H 1.105 5.012 1.557 0.32
O -2.001 2.711 -1.169 -0.55
H -3.149 -2.012 -0.159 0.24
O -1.716 0.515 -3.803 -0.57
H -1.027 1.137 -4.055 0.33
H -1.703 -0.230 -4.411 0.26
O 1.563 3.565 -0.173 -0.44
H 1.378 3.813 -1.086 0.25
H 2.149 2.343 4.134 0.32
O -0.108 -1.327 1.468 -0.40
H -4.753 -2.780 1.750 0.28
H -4.557 -1.334 2.244 0.27
O -0.974 -3.996 -1.445 -0.64
H -1.888 -4.298 -1.460 0.29
H -2.599 -1.715 -1.503 0.35
O 1.886 -3.688 -1.392 -0.59
H -0.117 -3.187 -4.514 0.32
H 1.529 3.047 -3.255 0.56
H -2.865 2.669 -0.739 0.26
H -1.837 3.662 -1.158 0.27
```

The LUMO energy comes out at -2.8 eV. As for the spin multiplicity: 1. Its total charge is +1.

Let's list HOMO energy in order: -6.441; -7.608; -9.978; -12.219 eV.
Let's list Kohn-Sham gap in order: 8.512; 9.789; 9.433; 9.425 eV.
Let's list DFT total energy in order: -1604.649053; -1604.673663; -1604.947307; -1605.494740 Ha.